Formula: C3H6O2
Source: OMol25
Level of theory: ωB97M-V/def2-TZVPD

```
11
Properties=species:S:1:pos:R:3:nbo_charge:R:1
C 2.03370 0.90306 1.50369 -0.541
C 1.05236 0.58503 0.67724 0.153
O 0.50245 -0.64671 0.61691 -0.705
H 2.54639 1.83154 1.29966 0.210
H 2.33415 0.16124 2.22817 0.207
H 0.49981 1.34658 0.13568 0.158
H -0.13904 -0.70133 -0.10771 0.496
C -2.21490 -0.87909 -1.59292 0.311
O -1.04625 -0.59635 -1.61687 -0.528
H -2.98318 -0.16797 -1.94174 0.119
H -2.58549 -1.83601 -1.20210 0.121
```

Results
ΔE to the lowest compared entry with this formula, charge and spin ... 232.2 kJ/mol
E_HOMO ... -8.46 eV
LUMO ... 0.006 eV
Frontier orbital gap ... 0.31107 Ha

=====

Formula: C2H8N3O
Source: OMol25
Level of theory: ωB97M-V/def2-TZVPD

```
14
Properties=species:S:1:pos:R:3:nbo_charge:R:1
C -1.80018 -0.61277 -0.08390 0.053
C 1.33227 -0.40976 0.08783 -0.138
N 0.14641 0.18111 -0.37324 0.197
N -2.49590 0.46446 0.24107 -0.686
N 2.54911 0.26242 0.02162 -0.866
O 0.15516 1.29709 -0.72231 -0.180
H -1.71874 -0.84644 -1.17819 0.249
H -1.35894 -1.25356 0.69530 0.236
H 1.12034 -0.65305 1.06660 0.226
H 1.37942 -1.21553 -0.63437 0.235
H -2.82167 0.98253 -0.57098 0.425
H -2.79104 0.80968 1.12210 0.438
H 3.35777 0.23937 -0.50644 0.417
H 2.94599 0.75445 0.83490 0.394
```

Results
Total charge ... +1
ΔE to the lowest compared entry with this formula, charge and spin ... 550.0 kJ/mol
E_HOMO ... -13.48 eV
LUMO ... -4.722 eV
Frontier orbital gap ... 0.32173 Ha

=====

Formula: C12H10O2PdS6
Source: OMol25
Level of theory: ωB97M-V/def2-TZVPD

```
31
Properties=species:S:1:pos:R:3:nbo_charge:R:1
Pd 0.05314 2.22672 -1.41193 0.497
S -0.29706 -4.69868 -2.62153 -0.005
C -0.21966 -3.06828 -2.65483 -0.572
S -1.62356 -2.03338 -2.50793 0.478
C -0.76606 -0.50958 -2.47303 -0.420
C 0.61244 -0.57608 -2.58843 -0.413
S 1.66794 0.75752 -2.58103 -0.065
S 1.27904 -2.18288 -2.79193 0.482
S -1.67956 0.92252 -2.38203 0.001
C 0.43424 -3.19068 0.89447 -0.645
C 0.18584 -1.71718 0.84907 0.005
C 1.23574 -0.81568 0.69887 -0.161
C 1.00194 0.55042 0.71567 -0.243
C -0.30156 1.01832 0.88097 -0.299
C -1.36636 0.13312 0.99457 -0.208
C -1.11336 -1.22748 0.97367 -0.209
S -0.55706 2.80982 1.07347 1.257
C -0.21646 2.78312 2.88007 -0.796
O 0.67454 3.41432 0.49647 -0.993
H 1.49574 -3.40738 0.96697 0.220
H 0.05074 -3.68708 0.00387 0.239
H -0.07356 -3.63038 1.75057 0.223
H 2.24414 -1.18658 0.58897 0.216
H 1.82914 1.25692 0.64857 0.254
H -2.37016 0.51422 1.11337 0.228
H -1.93316 -1.92368 1.06647 0.222
H 0.74874 2.31892 3.04697 0.239
H -1.00076 2.22822 3.38167 0.232
H -0.20266 3.81412 3.21477 0.237
O 0.55274 4.90342 -2.10923 -0.455
C -0.34516 4.20332 -2.11773 0.455
```

Results
Spin multiplicity ... 3
E_HOMO (spin up / spin down) ... -7.62 / -8.37 eV
LUMO (spin up / spin down) ... -0.355 / -2.100 eV
Frontier orbital gap (spin up / spin down) ... 0.26710 / 0.23050 Ha

=====

Formula: C2H4ClFO2
Source: OMol25
Level of theory: ωB97M-V/def2-TZVPD

```
10
Properties=species:S:1:pos:R:3:nbo_charge:R:1
C 0.05023 0.71912 -0.46051 -0.265
C -1.29374 -1.18653 -0.55771 0.822
O -0.47358 -1.80795 0.27134 -0.681
O -1.23580 0.11266 -0.63058 -0.483
F -0.83730 -1.81508 -2.03569 -0.517
Cl -2.96752 -1.70851 -0.49477 -0.004
H 0.67716 0.50484 -1.32316 0.204
H 0.52572 0.36003 0.44983 0.199
H -0.14938 1.78326 -0.38945 0.205
H -0.52549 -2.76697 0.17089 0.520
```

Results
ΔE to the lowest compared entry with this formula, charge and spin ... 57.9 kJ/mol
E_HOMO ... -11.43 eV
LUMO ... 0.643 eV
Frontier orbital gap ... 0.44387 Ha